[1]
C53H45N6O2Sn | ωB97M-V/def2-TZVPD

The geometry in XYZ format:
```
107
Properties=species:S:1:pos:R:3
Sn 0.05 0.00 -0.83
O 0.25 -0.59 1.15
C -0.53 -1.51 1.90
C -0.83 -2.76 1.05
C -1.95 -2.54 0.09
C -3.14 -3.25 0.21
C -4.17 -3.00 -0.68
C -4.01 -2.02 -1.64
C -2.80 -1.34 -1.70
C -2.58 -0.24 -2.68
C -2.60 1.16 -1.99
O -1.71 1.20 -0.91
C -2.22 2.26 -2.99
C -1.97 2.04 -4.34
C -1.59 3.09 -5.17
C -1.44 4.36 -4.65
C -1.68 4.59 -3.30
C -2.07 3.55 -2.48
C -4.03 1.40 -1.47
C -4.96 2.13 -2.19
C -6.26 2.28 -1.71
C -6.63 1.71 -0.51
C -5.70 0.99 0.23
C -4.40 0.84 -0.25
N -1.80 -1.63 -0.87
C 0.38 -1.88 3.09
C 0.64 -0.89 4.04
C 1.48 -1.14 5.11
C 2.09 -2.38 5.24
C 1.86 -3.36 4.29
C 1.02 -3.10 3.21
C -1.81 -0.91 2.48
C -2.66 -1.71 3.24
C -3.81 -1.18 3.81
C -4.10 0.17 3.64
C -3.25 0.97 2.90
C -2.11 0.43 2.32
H -1.09 -3.60 1.69
H 0.09 -2.99 0.50
H -3.24 -4.01 0.98
H -5.10 -3.56 -0.61
H -4.80 -1.79 -2.34
H -3.33 -0.27 -3.47
H -1.58 -0.33 -3.11
H -2.09 1.05 -4.78
H -1.41 2.90 -6.22
H -1.15 5.18 -5.30
H -1.58 5.59 -2.89
H -2.26 3.72 -1.43
H -4.68 2.60 -3.13
H -6.97 2.86 -2.29
H -7.64 1.84 -0.14
H -5.97 0.56 1.18
H -3.67 0.29 0.33
H 0.16 0.08 3.94
H 1.66 -0.37 5.84
H 2.73 -2.59 6.09
H 2.33 -4.33 4.38
H 0.86 -3.89 2.48
H -2.42 -2.75 3.41
H -4.46 -1.81 4.40
H -4.98 0.59 4.11
H -3.48 2.02 2.77
H -1.44 1.06 1.75
C 7.21 -3.58 -1.17
C 6.06 -2.63 -0.97
C 6.25 -1.36 -0.43
C 5.19 -0.51 -0.26
C 3.85 -0.86 -0.60
N 2.86 0.06 -0.49
C 3.01 1.05 0.46
C 3.54 0.78 1.73
C 3.68 1.75 2.69
C 3.31 3.07 2.42
C 3.50 4.15 3.45
C 2.74 3.35 1.19
C 2.56 2.38 0.22
N 2.02 2.77 -1.02
C 1.92 4.05 -1.49
C 1.28 4.01 -2.69
C 1.00 2.66 -2.91
N 1.46 1.91 -1.92
C 3.68 -2.16 -1.18
C 4.77 -2.99 -1.35
N 2.43 -2.71 -1.54
C 2.08 -4.00 -1.33
C 0.88 -4.21 -1.97
C 0.59 -2.97 -2.56
N 1.51 -2.06 -2.29
H 8.11 -3.23 -0.67
H 7.43 -3.70 -2.23
H 6.95 -4.57 -0.78
H 7.25 -1.03 -0.17
H 5.36 0.49 0.11
H 3.78 -0.25 1.97
H 4.07 1.50 3.66
H 4.20 3.82 4.21
H 2.55 4.38 3.94
H 3.87 5.06 3.00
H 2.40 4.36 1.00
H 2.31 4.89 -0.94
H 1.04 4.84 -3.34
H 0.51 2.20 -3.76
H 4.62 -3.96 -1.81
H 2.69 -4.67 -0.75
H 0.30 -5.11 -2.00
H -0.24 -2.72 -3.20
```

Properties
frontier orbital gap (alpha / beta) = 5.634 / 6.109 eV
relative energy (zero: lowest compared OMol25 entry of this formula, charge and spin) = 98.2 kJ/mol
HOMO energy (alpha / beta) = -10.1 / -10.3 eV
LUMO level (alpha / beta) = -0.1647 / -0.1552 hartree
net charge = +1

[2]
C10H9Cl3N7O4PbS2 | ωB97M-V/def2-TZVPD

The geometry in XYZ format:
```
36
Properties=species:S:1:pos:R:3
Pb 0.97 -0.12 0.06
N -1.62 -1.40 0.08
N -1.68 -2.36 1.11
C -0.63 -2.54 1.93
N -0.69 -3.42 2.90
N 0.43 -1.75 1.64
N 1.57 -1.73 2.39
O 1.77 -2.43 3.33
O 2.36 -0.87 1.95
H -2.37 -0.73 0.23
H -1.80 -1.87 -0.81
H -2.52 -2.91 1.22
H -1.52 -3.97 3.06
H 0.10 -3.56 3.51
Cl -2.04 2.83 4.18
C -0.50 3.31 3.46
Cl -0.66 4.80 2.54
Cl 0.79 3.39 4.65
C -0.13 2.24 2.50
N 0.16 1.41 1.76
O 5.37 -1.18 1.17
S 4.88 -1.51 -0.12
O 3.93 -2.55 -0.33
N 4.32 -0.15 -0.90
C 5.14 0.24 -1.83
S 4.87 1.63 -2.78
C 6.36 -0.61 -2.04
C 7.40 -0.48 -2.91
C 8.41 -1.48 -2.86
C 8.35 -2.59 -1.96
C 7.30 -2.71 -1.09
C 6.31 -1.71 -1.16
H 7.50 0.34 -3.61
H 9.26 -1.40 -3.54
H 9.15 -3.31 -1.98
H 7.22 -3.52 -0.38
```

Properties
frontier orbital gap (alpha / beta) = 5.165 / 6.878 eV
relative energy (zero: lowest compared OMol25 entry of this formula, charge and spin) = 0.0 kJ/mol
HOMO energy (alpha / beta) = -18.3 / -18.3 eV
LUMO level (alpha / beta) = -0.4823 / -0.4193 hartree
net charge = +3

[3]
C16H37NSi4Yb | ωB97M-V/def2-TZVPD

The geometry in XYZ format:
```
59
Properties=species:S:1:pos:R:3
C 1.94 -1.16 1.81
C 1.69 -2.31 1.01
C 0.38 -2.79 1.30
C -0.20 -1.91 2.30
C 0.79 -0.90 2.59
Yb 0.22 -0.20 -0.50
N -0.88 1.77 -0.23
C 1.39 1.24 -1.76
C 1.19 0.21 -2.58
H -0.09 -3.67 0.91
H 2.34 -2.75 0.27
H -1.17 -2.03 2.80
H 0.64 -0.10 3.33
H 2.84 -0.52 1.81
H 1.95 -0.62 -2.69
H 0.94 2.21 -2.16
H -0.44 2.74 -0.22
H 0.42 0.30 -3.49
H 1.89 1.23 -0.79
C -2.73 3.73 1.38
Si -3.31 3.29 -0.37
C -5.16 3.50 -0.59
C -2.39 4.27 -1.69
Si -2.39 1.21 -0.60
Si -3.89 -0.15 0.80
C -5.78 0.10 0.55
C -3.76 -2.05 0.67
C -3.65 0.23 2.64
Si -2.94 0.15 -2.57
C -4.76 -0.12 -2.89
C -2.30 1.31 -3.89
C -2.04 -1.55 -2.56
H -2.75 4.82 1.50
H -1.70 3.39 1.57
H -3.38 3.28 2.14
H -5.40 4.57 -0.57
H -5.49 3.11 -1.56
H -5.73 3.02 0.20
H -1.34 3.98 -1.83
H -2.89 4.15 -2.66
H -2.39 5.33 -1.41
H -6.14 -0.17 -0.46
H -6.37 -0.53 1.24
H -6.12 1.13 0.73
H -2.74 -2.42 0.86
H -4.41 -2.56 1.41
H -4.07 -2.43 -0.32
H -2.60 0.17 2.93
H -4.02 1.22 2.91
H -4.19 -0.49 3.29
H -5.32 0.82 -2.82
H -4.85 -0.49 -3.92
H -5.21 -0.86 -2.22
H -1.29 1.69 -3.71
H -2.29 0.76 -4.84
H -2.95 2.18 -3.97
H -0.96 -1.47 -2.64
H -2.31 -2.15 -1.70
H -2.39 -2.06 -3.45
```

Properties
frontier orbital gap (alpha / beta) = 4.520 / 6.358 eV
HOMO energy (alpha / beta) = -1.7 / -3.5 eV
LUMO level (alpha / beta) = 0.1040 / 0.1034 hartree
<S²> = 0.76
net charge = -1
multiplicity = 2